{
  "formula": "C48H45CuN3O3P2S2Te",
  "method": "the ωB97M-V functional and the def2-TZVPD basis",
  "orbital_gap_ev": 4.10,
  "relative_energy_kj_mol": 46.35,
  "largest_force_ha_per_bohr": 0.081,
  "e_tot_ev": -153298.337,
  "homo_energy_ev": -2.54,
  "e_lumo_ev": 1.557,
  "total_charge": -1,
  "species": ["Cu", "Te", "C", "C", "C", "N", "C", "C", "C", "P", "C", "C", "C", "C", "C", "C", "C", "C", "C", "C", "C", "C", "P", "C", "C", "C", "C", "C", "C", "C", "C", "C", "C", "C", "C", "H", "H", "H", "H", "H", "H", "H", "H", "H", "H", "H", "H", "H", "H", "H", "H", "H", "H", "H", "H", "H", "H", "H", "H", "S", "C", "N", "C", "C", "S", "H", "H", "H", "H", "H", "O", "N", "C", "C", "C", "C", "C", "H", "H", "H", "H", "H", "C", "C", "C", "C", "C", "C", "C", "C", "C", "C", "O", "O", "H", "H", "H", "H", "H", "H", "H", "H", "H", "H", "H"],
  "coordinates": [[1.575097, -15.949215, 15.637874], [1.664821, -17.435879, 20.366435], [2.241027, -16.135084, 22.019621], [1.280030, -15.376559, 22.688049], [1.711546, -14.441586, 23.602310], [2.997246, -14.307470, 23.895206], [3.922396, -15.051833, 23.306389], [3.592686, -16.021991, 22.372526], [1.313776, -15.914434, 19.036170], [-0.375198, -15.487865, 18.788545], [-0.521677, -13.745472, 18.820587], [-1.411100, -13.096276, 17.949561], [-1.418757, -11.712659, 17.951516], [-0.636928, -11.016893, 18.841698], [0.164084, -11.677092, 19.762692], [0.128193, -13.055670, 19.854982], [-1.414960, -16.309126, 19.981924], [-1.663063, -17.673838, 19.942236], [-2.515132, -18.268363, 20.844928], [-3.242511, -17.436132, 21.718781], [-3.101882, -16.064153, 21.697494], [-2.160240, -15.494997, 20.829126], [2.644409, -15.595166, 17.842763], [4.023566, -16.702059, 18.240680], [3.898328, -18.067006, 18.078459], [4.924628, -18.934711, 18.408524], [6.141073, -18.409829, 18.799277], [6.366619, -17.037906, 18.834967], [5.311688, -16.169597, 18.531509], [3.291570, -13.965215, 17.986459], [3.676796, -13.205673, 16.892919], [4.183438, -11.942980, 17.100743], [4.320223, -11.455645, 18.387756], [4.009274, -12.227917, 19.503743], [3.514246, -13.510421, 19.290971], [0.203212, -15.479705, 22.454845], [1.052091, -13.737947, 24.072121], [4.952361, -14.863684, 23.612197], [4.340129, -16.636976, 21.875719], [-1.979666, -13.677697, 17.218857], [-2.122296, -11.176963, 17.307796], [-0.663656, -9.907547, 18.798394], [0.772541, -11.093073, 20.452781], [0.655233, -13.570595, 20.634360], [-1.169704, -18.278329, 19.194715], [-2.699537, -19.357530, 20.853631], [-3.944223, -17.862503, 22.421081], [-3.645684, -15.443849, 22.389373], [-1.970624, -14.421566, 20.878490], [2.972996, -18.435272, 17.629626], [4.777587, -20.015726, 18.381132], [6.938873, -19.082936, 19.085528], [7.317711, -16.631428, 19.095492], [5.518374, -15.116020, 18.535937], [3.468081, -13.571650, 15.902443], [4.442020, -11.296071, 16.272607], [4.663924, -10.434366, 18.475936], [4.169265, -11.844428, 20.521611], [3.305877, -14.190258, 20.117334], [-0.080629, -17.234679, 15.438258], [-0.033714, -17.902739, 13.898166], [0.842015, -18.880108, 13.531178], [0.660671, -19.411133, 12.173744], [-0.038838, -18.308397, 11.379764], [-1.179089, -17.525549, 12.582293], [1.701256, -18.959517, 14.069047], [-0.077202, -20.245001, 12.202314], [1.628187, -19.758305, 11.726972], [-0.645311, -18.696170, 10.557062], [0.682883, -17.556470, 11.017208], [3.085602, -16.907903, 14.667047], [3.655392, -16.303487, 13.595178], [5.006525, -16.457557, 13.456420], [5.623828, -15.932161, 12.329213], [4.803767, -15.402343, 11.320942], [3.444501, -15.191068, 11.532651], [2.848920, -15.670333, 12.668898], [5.493935, -17.022803, 14.257312], [6.700973, -15.904781, 12.322249], [5.268479, -15.049010, 10.407906], [2.838191, -14.624681, 10.831666], [1.805859, -15.638676, 12.932268], [-0.316387, -13.001880, 9.209730], [-0.110771, -12.912029, 10.708863], [-1.054924, -13.405038, 11.624417], [-0.813587, -13.345198, 13.007602], [-1.902817, -13.677751, 13.993711], [0.462759, -12.869092, 13.447081], [1.361125, -12.311318, 12.554241], [2.636392, -11.720260, 13.046811], [1.075557, -12.335444, 11.198877], [0.805231, -12.989160, 14.962794], [1.195510, -11.952570, 15.550811], [0.689292, -14.160082, 15.453612], [-1.312990, -13.444517, 8.989146], [0.431342, -13.645808, 8.723290], [-0.310517, -11.996114, 8.812177], [-1.999748, -13.794030, 11.241224], [-2.857145, -13.708068, 13.449234], [-1.973541, -12.887175, 14.755856], [-1.746396, -14.661192, 14.530128], [3.233177, -12.484644, 13.567423], [2.438165, -10.893979, 13.764565], [3.223938, -11.376847, 12.190170], [1.801916, -11.879717, 10.506088]],
  "atomic_forces_ev_per_a": [[1.286, 1.054, 1.152], [0.318, 0.689, 1.137], [0.060, -1.064, -0.009], [-0.617, -0.169, -0.608], [0.678, -0.347, -0.394], [0.580, 1.050, 0.729], [-0.254, -0.329, 0.098], [-0.541, 0.243, -0.293], [1.612, -0.660, 0.650], [0.157, -2.219, -3.498], [-1.224, 0.735, 1.908], [1.103, -0.205, -0.090], [-1.200, -0.080, -0.243], [0.334, 1.297, -0.046], [-0.077, 0.545, 0.716], [0.035, 0.877, -1.504], [-0.384, 1.582, 0.281], [0.110, -0.731, -0.048], [-0.824, 0.175, 0.295], [-0.138, -0.513, 0.065], [0.773, -0.040, -0.454], [-0.270, -0.148, 0.839], [-2.878, -1.824, -1.533], [1.640, 1.539, -0.292], [-0.487, -0.505, -0.423], [-0.131, -0.052, -0.156], [0.666, -0.069, 0.377], [-1.274, -0.094, -0.428], [-0.406, -1.245, 0.240], [0.964, 0.517, 1.264], [-0.564, -0.183, 0.221], [0.140, 0.292, 0.022], [0.114, 0.318, 0.059], [0.087, -0.137, 0.195], [0.138, 0.549, -0.029], [0.713, 0.026, 0.053], [-0.411, 0.100, 0.319], [-0.127, -0.086, -0.079], [-0.054, 0.163, 0.071], [0.236, 0.124, 0.274], [0.380, -0.104, 0.039], [0.189, -0.847, 0.126], [-0.153, -0.092, -0.033], [0.359, -0.309, 0.050], [0.160, -0.026, -0.028], [0.235, 0.716, -0.062], [-0.056, -0.204, 0.057], [-0.208, 0.118, 0.092], [-0.089, -0.270, -0.154], [0.091, -0.047, 0.416], [0.031, 0.303, -0.126], [0.089, -0.058, -0.013], [0.578, 0.114, 0.134], [-0.271, 0.341, 0.086], [0.037, -0.123, -0.257], [-0.061, -0.061, -0.104], [0.094, 0.075, 0.314], [-0.113, -0.169, -0.503], [-0.151, 0.260, -0.058], [-1.864, -1.285, -1.033], [0.220, -0.225, 1.142], [-0.311, 0.728, -0.782], [-0.215, -0.438, -0.011], [0.190, 0.361, -0.153], [0.933, -0.315, 0.375], [-0.261, -0.002, -0.123], [0.717, 0.105, 0.129], [-0.873, 0.373, 0.405], [0.301, 0.012, 0.034], [-0.359, -0.223, 0.049], [1.213, 0.735, -2.005], [-0.846, -1.473, 0.871], [-0.797, 0.536, -0.208], [-1.175, -0.121, 0.233], [0.862, 0.610, 0.310], [0.065, -0.069, -0.345], [1.506, -0.685, 1.206], [-0.312, 0.482, -0.242], [0.095, -0.262, -0.460], [-0.076, 0.100, 0.065], [0.069, -0.247, -0.027], [-0.220, 0.237, 0.117], [-0.907, -0.594, 0.454], [0.531, -0.206, 0.283], [0.499, 0.444, 0.075], [1.077, 0.356, -0.275], [-0.106, -0.839, 0.297], [-1.574, -0.751, 0.907], [-0.076, -0.218, 0.085], [0.481, 0.390, 0.281], [-0.444, -0.130, -0.683], [0.599, 0.944, 0.203], [-0.659, -1.245, -0.729], [-0.069, 1.055, -0.556], [0.570, 0.280, 0.094], [-0.084, 0.387, 0.082], [0.183, 0.150, -0.473], [0.130, 0.049, 0.162], [0.135, -0.089, 0.230], [0.082, -0.297, -0.137], [-0.030, 1.052, -0.563], [-0.114, 0.265, 0.056], [0.238, -0.603, -0.480], [0.038, 0.149, 0.135], [-0.385, -0.282, 0.194]],
  "lowdin_charge": [-0.089, 1.273, -0.490, -0.135, -0.174, 0.026, -0.179, -0.139, -0.976, 0.860, -0.404, -0.087, -0.110, -0.107, -0.090, -0.097, -0.448, -0.186, -0.096, -0.122, -0.103, -0.105, 0.900, -0.398, -0.203, -0.107, -0.121, -0.096, -0.064, -0.386, -0.090, -0.089, -0.099, -0.080, -0.102, 0.095, 0.092, 0.095, 0.084, 0.097, 0.101, 0.106, 0.099, 0.084, 0.085, 0.104, 0.084, 0.089, 0.097, 0.098, 0.102, 0.089, 0.085, 0.091, 0.082, 0.099, 0.091, 0.105, 0.094, 0.710, -1.030, -0.060, -0.243, -0.449, 0.909, 0.128, 0.115, 0.130, 0.070, 0.070, -0.210, -0.138, 0.003, -0.041, -0.064, -0.043, 0.015, 0.147, 0.106, 0.103, 0.110, 0.127, -0.071, -0.282, -0.022, -0.195, -0.042, -0.043, -0.255, -0.046, -0.046, -0.587, 0.004, -0.121, 0.075, 0.071, 0.067, 0.106, 0.072, 0.081, 0.081, 0.077, 0.094, 0.069, 0.116]
}